Record 1
{
  "formula": "C24H22FeN7OS2",
  "method": "the ωB97M-V functional and the def2-TZVPD basis",
  "charge": 1,
  "homo_ev": [-9.477, -9.569],
  "gap_ev": [5.6, 5.7],
  "e_tot_ha": -3446.183361,
  "multiplicity": 1,
  "elements": ["Fe", "C", "C", "C", "C", "C", "C", "N", "C", "C", "C", "C", "C", "C", "N", "N", "C", "C", "C", "C", "C", "N", "H", "H", "H", "H", "H", "H", "H", "H", "H", "H", "H", "H", "H", "O", "C", "N", "C", "C", "N", "C", "H", "H", "H", "H", "S", "C", "N", "C", "C", "S", "H", "H", "H", "H", "H"],
  "coordinates": [[0.354, -0.347, 0.524], [-1.104, 0.672, -4.831], [0.078, 0.222, -4.258], [0.302, 0.385, -2.900], [-0.648, 1.009, -2.091], [-1.843, 1.439, -2.670], [-2.062, 1.276, -4.029], [-0.415, 1.089, -0.709], [-0.838, 2.097, 0.023], [-1.150, 3.427, -0.426], [-1.456, 4.392, 0.472], [-1.522, 4.132, 1.880], [-1.283, 2.890, 2.355], [-0.944, 1.844, 1.449], [-0.669, 0.575, 1.806], [-1.018, 0.237, 3.015], [-0.661, -0.956, 3.554], [-1.268, -1.209, 4.807], [-0.982, -2.340, 5.513], [-0.060, -3.267, 4.995], [0.510, -2.999, 3.793], [0.216, -1.880, 3.078], [-1.280, 0.546, -5.891], [0.829, -0.256, -4.874], [1.221, 0.036, -2.444], [-2.611, 1.880, -2.046], [-2.994, 1.615, -4.462], [-1.083, 3.652, -1.481], [-1.634, 5.400, 0.120], [-1.741, 4.943, 2.559], [-1.318, 2.667, 3.412], [-1.955, -0.460, 5.169], [-1.457, -2.516, 6.469], [0.197, -4.170, 5.527], [1.233, -3.637, 3.308], [1.756, -2.590, 1.521], [0.952, -1.718, 1.708], [-1.963, -3.216, -1.281], [-2.974, -2.432, -0.782], [-2.361, -1.436, -0.093], [-0.995, -1.609, -0.167], [-0.790, -2.689, -0.888], [-2.071, -4.042, -1.845], [-4.012, -2.647, -0.960], [-2.796, -0.607, 0.437], [0.172, -3.114, -1.122], [2.246, 1.023, 0.949], [3.146, 0.512, -0.352], [4.115, 1.202, -0.942], [4.864, 0.530, -1.997], [3.892, -0.496, -2.570], [2.901, -1.027, -1.137], [4.405, 2.084, -0.545], [5.756, 0.051, -1.586], [5.166, 1.254, -2.753], [4.406, -1.361, -2.981], [3.243, -0.061, -3.330]],
  "forces_ev_per_angstrom": [[0.1, 0.0, -0.4], [0.0, 0.0, 0.0], [0.0, 0.0, 0.0], [0.1, 0.0, -0.1], [0.1, 0.0, 0.0], [0.0, 0.0, 0.0], [0.0, 0.0, 0.0], [0.0, -0.2, 0.1], [0.1, 0.1, 0.4], [-0.1, -0.1, -0.1], [0.0, 0.0, 0.1], [0.0, 0.1, 0.0], [-0.2, -0.2, 0.1], [0.2, 0.1, -0.4], [0.1, 0.0, 0.5], [0.0, 0.1, -0.1], [0.0, 0.0, 0.0], [0.0, 0.0, 0.0], [0.0, 0.0, 0.0], [0.0, 0.0, 0.0], [0.0, 0.1, -0.1], [-0.1, 0.1, 0.1], [0.0, 0.0, 0.0], [0.0, 0.0, 0.0], [-0.3, 0.1, -0.1], [0.0, 0.0, 0.0], [0.0, 0.0, 0.0], [0.0, 0.0, 0.0], [0.0, 0.0, 0.0], [0.0, 0.0, 0.0], [0.0, 0.0, 0.0], [0.0, 0.0, 0.0], [0.0, 0.0, 0.0], [0.0, 0.0, 0.0], [0.0, 0.0, 0.0], [-0.1, 0.1, -0.1], [0.1, 0.0, -0.1], [0.0, 0.0, 0.0], [0.0, 0.0, 0.0], [0.0, 0.0, -0.1], [-0.3, 0.0, 0.0], [0.1, 0.0, 0.1], [0.0, 0.0, 0.0], [0.0, 0.0, 0.0], [0.0, 0.0, 0.0], [0.0, 0.0, 0.0], [-0.1, -0.1, 0.0], [0.0, 0.1, 0.0], [0.1, 0.0, 0.0], [0.0, 0.0, 0.0], [0.0, -0.1, 0.0], [0.3, -0.1, 0.3], [0.0, 0.0, 0.0], [0.0, 0.0, 0.0], [0.0, 0.0, 0.0], [0.0, 0.0, 0.0], [0.0, 0.0, 0.0]],
  "lowdin_charge": [0.2236, -0.0874, -0.0807, -0.0449, -0.2613, -0.0338, -0.0715, 0.0277, -0.2304, -0.0131, -0.0498, -0.0671, -0.0102, -0.2103, -0.0538, 0.0956, -0.2315, 0.0078, -0.0323, -0.0365, -0.0347, 0.0726, 0.1045, 0.1021, 0.0189, 0.1166, 0.1087, 0.1145, 0.1130, 0.1079, 0.1100, 0.1200, 0.1192, 0.1142, 0.1287, -0.0089, -0.3520, 0.0852, -0.0571, -0.0889, -0.0104, -0.1339, 0.1633, 0.1218, 0.1155, 0.1376, 0.8295, -1.0184, -0.0383, -0.1940, -0.3734, 0.9878, 0.1532, 0.1284, 0.1311, 0.0892, 0.0762]
}

---

Record 2
{
  "formula": "C24H22IN7O4S3W",
  "method": "the ωB97M-V functional and the def2-TZVPD basis",
  "charge": 2,
  "homo_ev": [-13.313, -13.314],
  "gap_ev": [7.5, 6.8],
  "de_lowest_ev": 1.891,
  "e_tot_ha": -3170.818420,
  "multiplicity": 3,
  "elements": ["W", "C", "C", "C", "C", "C", "C", "C", "S", "O", "O", "N", "C", "C", "C", "C", "C", "N", "H", "H", "H", "H", "H", "H", "H", "H", "H", "H", "H", "N", "C", "C", "C", "C", "C", "C", "S", "O", "O", "N", "C", "S", "C", "C", "N", "H", "H", "H", "H", "H", "H", "H", "H", "I", "C", "C", "N", "N", "C", "H", "H", "H"],
  "coordinates": [[0.082, -0.342, 0.207], [4.783, 2.907, -6.109], [3.827, 2.515, -5.040], [4.214, 1.562, -4.096], [3.319, 1.102, -3.159], [2.025, 1.612, -3.150], [1.622, 2.597, -4.031], [2.542, 3.047, -4.967], [1.039, 0.640, -2.040], [0.864, -0.667, -2.614], [-0.243, 1.169, -1.463], [1.893, 0.391, -0.652], [1.798, 1.544, 0.152], [2.460, 2.747, -0.020], [2.115, 3.807, 0.814], [1.115, 3.632, 1.762], [0.502, 2.399, 1.879], [0.841, 1.363, 1.094], [5.347, 2.036, -6.435], [5.496, 3.635, -5.724], [4.278, 3.346, -6.963], [5.215, 1.163, -4.125], [3.581, 0.341, -2.439], [0.621, 2.995, -4.003], [2.250, 3.805, -5.676], [3.232, 2.847, -0.764], [2.614, 4.756, 0.714], [0.816, 4.444, 2.404], [-0.269, 2.214, 2.616], [-6.280, -2.499, 5.076], [-5.188, -2.031, 4.461], [-5.154, -1.916, 3.054], [-4.039, -1.432, 2.423], [-2.938, -1.046, 3.184], [-2.938, -1.153, 4.572], [-4.053, -1.638, 5.203], [-1.501, -0.547, 2.357], [-1.815, 0.277, 1.150], [-0.496, 0.011, 3.217], [-0.783, -1.831, 1.568], [0.473, -2.189, 1.975], [1.038, -3.072, 3.325], [2.655, -2.794, 2.783], [2.680, -2.051, 1.652], [1.438, -1.693, 1.193], [-7.098, -2.760, 4.551], [-6.318, -2.584, 6.078], [-6.018, -2.208, 2.480], [-3.995, -1.320, 1.353], [-2.071, -0.836, 5.126], [-4.072, -1.719, 6.278], [3.485, -3.194, 3.333], [3.564, -1.742, 1.121], [-4.926, -2.423, -2.506], [-2.922, -2.333, -1.960], [-1.953, -3.305, -2.136], [-0.831, -2.835, -1.563], [-1.012, -1.608, -1.044], [-2.288, -1.287, -1.285], [-2.011, -4.262, -2.617], [0.095, -3.245, -1.609], [-2.707, -0.343, -0.962]],
  "forces_ev_per_angstrom": [[-0.7, -0.6, 0.2], [0.2, 0.2, -0.1], [-0.2, -0.2, 0.2], [-0.2, 0.0, 0.0], [0.1, -0.1, 0.0], [-0.3, -0.2, 0.6], [-0.2, 0.1, 0.1], [0.0, -0.1, 0.0], [0.5, -0.9, -1.2], [0.5, 0.4, -0.5], [0.1, 0.1, 0.0], [-0.3, 0.0, -0.4], [0.3, 1.1, 0.7], [0.1, -0.1, 0.3], [-0.1, -0.5, -0.1], [0.0, -0.2, -0.1], [-0.1, 0.0, 0.3], [1.2, 1.5, -0.1], [0.1, 0.0, -0.1], [0.1, 0.1, 0.0], [0.0, 0.0, -0.1], [0.1, -0.1, 0.0], [0.3, -0.1, -0.1], [-0.1, 0.0, 0.0], [-0.1, 0.1, -0.1], [0.1, 0.0, -0.2], [0.1, 0.1, 0.0], [-0.1, 0.0, 0.1], [0.1, 0.0, -0.1], [-0.3, -0.1, 0.1], [0.3, 0.1, -0.1], [0.1, 0.1, -0.1], [-0.2, 0.0, 0.0], [0.8, 0.4, -0.7], [0.0, 0.1, 0.1], [0.1, 0.0, -0.1], [-0.1, -1.3, 1.6], [0.2, -0.2, -0.6], [-0.6, 0.2, 0.7], [-0.5, 1.1, -0.3], [1.0, -0.2, 0.6], [0.0, 0.1, -0.5], [-0.3, 0.2, -0.2], [0.5, 0.1, 0.0], [-1.2, -0.6, 0.7], [0.1, 0.0, 0.1], [0.0, 0.0, -0.1], [-0.1, 0.0, -0.1], [-0.2, -0.1, -0.2], [0.1, 0.0, 0.2], [0.0, 0.0, 0.2], [0.2, -0.1, 0.0], [0.0, 0.0, -0.1], [0.4, 0.0, 0.1], [-0.4, 0.0, -0.1], [-0.1, 0.6, 0.3], [0.3, -0.1, 0.0], [-1.1, -0.6, -0.8], [-0.1, -0.5, -0.3], [0.1, -0.1, 0.0], [-0.2, 0.2, 0.1], [0.1, -0.1, -0.1]],
  "lowdin_charge": [1.7280, -0.0251, -0.2391, -0.0019, -0.0715, -0.2931, -0.0213, -0.0013, 0.6783, -0.2818, -0.3513, -0.2085, -0.4044, 0.0297, 0.0085, -0.0026, -0.0536, -0.0546, 0.0932, 0.1007, 0.0895, 0.1292, 0.1128, 0.1267, 0.1274, 0.1247, 0.1285, 0.1248, 0.1167, 0.1645, -0.2848, 0.0070, -0.0472, -0.3181, -0.0411, 0.0047, 0.6773, -0.3776, -0.2854, -0.2066, -0.7518, 1.1644, -0.3251, -0.1739, -0.0926, 0.1230, 0.1236, 0.1234, 0.1101, 0.1221, 0.1242, 0.0863, 0.1267, 0.9311, -0.7233, -0.0778, 0.0513, -0.1954, -0.1792, 0.1363, 0.1799, 0.1157]
}

---

Record 3
{
  "formula": "C24H22N14O2SeW",
  "method": "the ωB97M-V functional and the def2-TZVPD basis",
  "charge": 4,
  "homo_ev": -17.441,
  "gap_ev": 3.8,
  "de_lowest_ev": 0.188,
  "e_tot_ha": -4311.819072,
  "multiplicity": 3,
  "elements": ["W", "N", "N", "C", "N", "N", "N", "O", "O", "H", "H", "H", "H", "H", "Se", "N", "C", "C", "C", "C", "C", "N", "C", "C", "N", "C", "C", "C", "C", "C", "N", "H", "H", "H", "H", "H", "H", "C", "C", "N", "C", "C", "N", "C", "N", "N", "N", "C", "C", "C", "C", "C", "C", "H", "H", "H", "H", "H", "H", "H", "H", "H", "H", "H"],
  "coordinates": [[1.562, -1.488, 0.381], [3.850, -1.426, -0.419], [4.380, -2.707, -0.711], [3.635, -3.771, -0.390], [4.061, -4.997, -0.461], [2.370, -3.395, 0.002], [1.643, -4.139, 0.917], [0.866, -3.319, 1.481], [1.739, -5.289, 1.110], [3.846, -0.874, -1.279], [4.493, -0.950, 0.219], [5.309, -2.780, -1.113], [5.024, -5.220, -0.696], [3.444, -5.785, -0.289], [-2.839, 0.976, 6.135], [-1.091, 0.850, 5.919], [-0.886, 0.389, 4.709], [0.436, 0.145, 4.160], [1.630, 0.368, 4.856], [2.842, 0.089, 4.240], [2.851, -0.406, 2.951], [1.711, -0.618, 2.258], [0.513, -0.349, 2.861], [-0.667, -0.619, 2.081], [-0.451, -1.114, 0.825], [-1.508, -1.385, 0.043], [-2.812, -1.192, 0.480], [-3.036, -0.702, 1.749], [-1.941, -0.398, 2.579], [-2.058, 0.122, 3.930], [-3.204, 0.369, 4.517], [1.590, 0.750, 5.869], [3.780, 0.247, 4.755], [3.785, -0.646, 2.460], [-1.312, -1.766, -0.950], [-3.628, -1.418, -0.190], [-4.041, -0.543, 2.123], [0.687, -0.814, -2.723], [0.996, 0.369, -1.878], [1.601, 0.291, -0.671], [1.735, 1.607, -0.196], [1.210, 2.433, -1.120], [0.766, 1.641, -2.170], [-0.146, 2.087, -3.235], [-1.484, 1.997, -2.717], [-1.811, 0.952, -1.910], [-3.064, 1.004, -1.652], [-3.612, 2.085, -2.299], [-4.934, 2.553, -2.335], [-5.171, 3.669, -3.093], [-4.134, 4.318, -3.807], [-2.833, 3.875, -3.785], [-2.599, 2.740, -3.004], [1.308, -0.839, -3.621], [-0.363, -0.827, -3.016], [0.894, -1.752, -2.178], [2.195, 1.840, 0.749], [1.117, 3.507, -1.137], [0.013, 1.458, -4.112], [0.086, 3.117, -3.497], [-5.725, 2.047, -1.799], [-6.174, 4.067, -3.162], [-4.381, 5.191, -4.396], [-2.059, 4.378, -4.349]],
  "forces_ev_per_angstrom": [[-0.1, 0.0, 0.0], [0.0, 0.0, 0.0], [0.0, 0.0, 0.0], [0.0, 0.0, 0.0], [0.0, 0.0, 0.0], [0.0, 0.0, 0.0], [0.0, 0.0, 0.0], [0.0, 0.0, 0.0], [0.0, 0.0, 0.0], [0.0, 0.0, 0.0], [0.0, 0.0, 0.0], [0.0, 0.0, 0.0], [0.0, 0.0, 0.0], [0.0, 0.0, 0.0], [0.0, 0.0, 0.0], [0.0, 0.0, 0.0], [0.0, 0.0, 0.0], [0.0, 0.0, 0.0], [0.0, 0.0, 0.0], [0.0, 0.0, 0.0], [0.0, 0.0, 0.0], [0.0, 0.0, 0.0], [0.0, 0.0, 0.0], [0.0, 0.0, 0.0], [0.0, 0.0, 0.0], [0.0, 0.0, 0.0], [0.0, 0.0, 0.0], [0.0, 0.0, 0.0], [0.0, 0.0, 0.0], [0.0, 0.0, 0.0], [0.0, 0.0, 0.0], [0.0, 0.0, 0.0], [0.0, 0.0, 0.0], [0.0, 0.0, 0.0], [0.0, 0.0, 0.0], [0.0, 0.0, 0.0], [0.0, 0.0, 0.0], [0.0, 0.0, 0.0], [0.0, 0.0, 0.0], [0.0, 0.0, 0.0], [0.0, 0.0, 0.0], [0.0, 0.0, 0.0], [0.0, 0.0, 0.0], [0.0, 0.0, 0.0], [0.1, 0.0, 0.0], [0.0, 0.0, 0.0], [0.0, 0.0, 0.0], [0.0, 0.0, 0.0], [0.0, 0.0, 0.0], [0.0, 0.0, 0.0], [0.0, 0.0, 0.0], [0.0, 0.0, 0.0], [0.0, 0.0, 0.0], [0.0, 0.0, 0.0], [0.0, 0.0, 0.0], [0.0, 0.0, 0.0], [0.0, 0.0, 0.0], [0.0, 0.0, 0.0], [0.0, 0.0, 0.0], [0.0, 0.0, 0.0], [0.0, 0.0, 0.0], [0.0, 0.0, 0.0], [0.0, 0.0, 0.0], [0.0, 0.0, 0.0]],
  "lowdin_charge": [1.8116, 0.0210, 0.0735, -0.3308, 0.3096, -0.0213, -0.3595, -0.0185, 0.2824, 0.1362, 0.1374, 0.2029, 0.1811, 0.1574, 1.3466, -0.1854, -0.3333, -0.0365, 0.1128, 0.0318, -0.0701, -0.0790, -0.1238, -0.1345, -0.0722, -0.0695, 0.0155, 0.1107, -0.0334, -0.3306, -0.1834, 0.1552, 0.1449, 0.1158, 0.1177, 0.1358, 0.1531, 0.0237, -0.3375, -0.1279, -0.0559, 0.0393, 0.0260, -0.0085, -0.0462, 0.0272, 0.0969, -0.2063, 0.0152, -0.0297, -0.0214, 0.0059, -0.1507, 0.1206, 0.0979, 0.0631, 0.1223, 0.1602, 0.1543, 0.1598, 0.1257, 0.1265, 0.1287, 0.1192]
}

---

Record 4
{
  "formula": "C24H22N6Sn",
  "method": "the ωB97M-V functional and the def2-TZVPD basis",
  "charge": 0,
  "homo_ev": -8.025,
  "gap_ev": 8.4,
  "de_lowest_ev": 0.000,
  "e_tot_ha": -1470.625495,
  "multiplicity": 1,
  "elements": ["Sn", "C", "C", "C", "C", "C", "C", "C", "N", "C", "N", "C", "C", "C", "C", "C", "C", "C", "N", "C", "C", "C", "C", "C", "C", "C", "H", "H", "H", "H", "H", "H", "H", "H", "H", "H", "H", "H", "H", "H", "H", "H", "H", "H", "H", "H", "H", "H", "N", "C", "N", "C", "N"],
  "coordinates": [[-0.268, 1.235, -0.116], [2.337, 2.812, 4.192], [2.575, 1.641, 5.104], [3.625, 1.658, 6.019], [3.834, 0.614, 6.907], [2.986, -0.483, 6.900], [1.948, -0.534, 5.985], [1.746, 0.513, 5.093], [0.649, 0.423, 4.185], [0.766, 0.494, 2.827], [2.000, 0.205, 2.361], [2.522, 0.129, 1.047], [1.777, 0.445, -0.085], [2.422, 0.368, -1.321], [3.744, -0.025, -1.435], [4.453, -0.346, -0.287], [3.867, -0.270, 0.967], [4.661, -0.612, 2.201], [-0.268, 0.735, 2.064], [-1.540, 0.848, 2.720], [-2.034, 2.114, 3.011], [-3.271, 2.256, 3.620], [-4.006, 1.126, 3.941], [-3.504, -0.135, 3.654], [-2.265, -0.304, 3.043], [-1.724, -1.680, 2.762], [2.815, 3.704, 4.591], [1.271, 3.015, 4.081], [2.741, 2.636, 3.192], [4.276, 2.524, 6.046], [4.652, 0.665, 7.613], [3.136, -1.298, 7.595], [1.281, -1.386, 5.946], [-0.287, 0.514, 4.551], [2.653, -0.038, 3.089], [1.877, 0.631, -2.223], [4.224, -0.077, -2.403], [5.489, -0.655, -0.360], [5.688, -0.857, 1.935], [4.245, -1.477, 2.727], [4.703, 0.219, 2.912], [-1.448, 2.983, 2.733], [-3.661, 3.244, 3.827], [-4.985, 1.218, 4.391], [-4.097, -1.009, 3.889], [-2.515, -2.422, 2.865], [-0.924, -1.940, 3.461], [-1.314, -1.749, 1.756], [-5.370, -2.012, 1.459], [-4.545, -1.905, 0.655], [-3.646, -1.856, -0.317], [-2.649, -1.076, -0.276], [-1.699, -0.395, -0.357]],
  "forces_ev_per_angstrom": [[-0.2, 0.6, 0.2], [0.0, 0.0, 0.0], [0.0, 0.0, 0.0], [0.0, 0.0, 0.0], [0.0, 0.0, 0.0], [0.0, 0.0, 0.0], [0.0, 0.0, 0.0], [0.0, -0.1, 0.0], [0.0, 0.2, 0.0], [0.0, -0.5, 0.0], [0.0, 0.1, 0.0], [0.0, 0.0, 0.0], [-0.2, -0.3, -0.1], [0.0, 0.0, 0.0], [0.0, 0.0, 0.0], [0.0, 0.0, 0.0], [0.0, 0.0, 0.0], [0.0, 0.0, 0.0], [-0.1, 0.0, 0.0], [0.1, 0.1, 0.0], [-0.1, 0.0, -0.1], [0.0, 0.0, 0.0], [0.0, -0.1, -0.1], [0.0, 0.0, 0.0], [0.0, 0.0, 0.0], [0.0, 0.0, 0.1], [0.0, 0.0, 0.0], [0.0, 0.0, 0.0], [0.0, 0.0, 0.0], [0.0, 0.0, 0.0], [0.0, 0.0, 0.0], [0.0, 0.0, 0.0], [0.0, 0.0, 0.0], [0.0, 0.1, 0.0], [0.0, 0.0, 0.0], [0.0, 0.0, 0.0], [0.0, 0.0, 0.0], [0.0, 0.0, 0.0], [0.0, 0.0, 0.0], [0.0, 0.0, 0.0], [0.0, 0.0, 0.0], [0.0, 0.0, 0.0], [0.0, 0.0, 0.0], [0.0, 0.0, 0.0], [0.0, 0.0, -0.1], [0.0, 0.0, 0.0], [0.0, 0.0, 0.0], [0.1, 0.0, 0.0], [0.0, 0.0, 0.1], [0.0, 0.0, -0.1], [0.0, 0.0, 0.1], [-0.2, 0.1, -0.2], [0.4, -0.3, 0.0]],
  "lowdin_charge": [1.1060, -0.0225, -0.2131, -0.0398, -0.0752, -0.0766, -0.0125, -0.2163, 0.1472, -0.3702, 0.1536, -0.2153, -0.3085, -0.1655, -0.0887, -0.0504, -0.2143, -0.0407, -0.0454, -0.3069, -0.0452, -0.0782, -0.0711, -0.0402, -0.2257, -0.0337, 0.0833, 0.0825, 0.0838, 0.1143, 0.1060, 0.1059, 0.1174, 0.1511, 0.1043, 0.0809, 0.1022, 0.1100, 0.0805, 0.0912, 0.0808, 0.1081, 0.1036, 0.1065, 0.1064, 0.0815, 0.0773, 0.0604, 0.1031, -0.3935, 0.0906, -0.3579, -0.0309]
}